This record from OMol25 describes an isolated ion of composition C21H30NO2 and charge +1. The level of theory is ωB97M-V/def2-TZVPD.

Computed properties:
Lowest unoccupied orbital energy   -2.12 eV
SMILES string   Cc1cc(OCCOCC[NH2+]Cc2ccccc2)ccc1C(C)C
Charge   +1

The geometry in XYZ format:
```
54
Properties=species:S:1:pos:R:3:forces:R:3:nbo_charge:R:1
C -4.64420 -0.68984 1.72097 0.0 0.0 0.0 -0.640
C -3.50347 -0.39414 0.79677 0.2 0.0 -0.1 0.020
C -2.42732 -1.27320 0.76532 0.3 -0.1 -0.1 -0.265
C -1.34906 -1.04672 -0.06857 -0.1 0.1 0.0 0.330
O -0.25852 -1.94046 -0.02534 -0.3 0.1 0.1 -0.584
C -0.12943 -2.76002 -1.18956 0.4 -0.5 -0.3 -0.095
C 0.95725 -3.81676 -0.95555 -0.5 0.2 -0.1 -0.085
O 2.21669 -3.24976 -0.65142 0.2 0.3 0.0 -0.552
C 2.49274 -3.05170 0.72513 0.0 0.0 0.1 -0.081
C 2.97246 -1.61000 0.94159 0.3 -0.7 0.1 -0.246
N 2.11819 -0.71340 0.13320 -0.5 -0.2 -0.1 -0.539
C 2.17047 0.71924 0.51831 0.2 0.6 0.0 -0.236
C 3.53467 1.29122 0.23744 0.0 0.0 0.0 -0.097
C 4.41719 1.57880 1.26968 -0.1 0.0 -0.1 -0.197
C 5.67485 2.08517 0.98927 0.1 0.0 0.0 -0.192
C 6.06055 2.29896 -0.32327 0.0 0.0 0.0 -0.185
C 5.18547 2.01108 -1.35808 0.0 0.0 -0.1 -0.205
C 3.92719 1.50928 -1.07910 0.0 0.0 0.1 -0.175
C -1.32440 0.06209 -0.89775 0.2 -0.2 0.1 -0.332
C -2.39566 0.93415 -0.87093 0.0 0.0 0.1 -0.129
C -3.48872 0.73120 -0.03646 0.0 -0.1 0.1 -0.010
C -4.62249 1.72861 -0.05974 0.0 0.2 -0.1 -0.250
C -5.26981 1.77700 -1.44635 -0.1 -0.1 0.3 -0.594
C -4.13031 3.11599 0.36151 -0.2 -0.2 0.1 -0.594
H -4.78221 0.11932 2.43623 -0.1 0.0 0.1 0.229
H -4.45899 -1.60637 2.27438 0.0 0.0 0.0 0.221
H -5.57141 -0.80977 1.16326 -0.1 0.0 0.0 0.230
H -2.41997 -2.14665 1.39969 0.0 -0.1 0.1 0.223
H 0.12828 -2.13910 -2.05656 0.0 0.0 0.1 0.179
H -1.07905 -3.26395 -1.39247 0.0 0.1 0.0 0.211
H 1.08825 -4.38081 -1.88151 -0.1 0.0 0.1 0.216
H 0.64362 -4.50505 -0.16532 0.0 0.0 0.0 0.188
H 1.59556 -3.23442 1.32420 0.1 0.0 0.0 0.192
H 3.27475 -3.75020 1.04380 -0.1 0.1 0.0 0.210
H 2.88392 -1.34660 1.99586 0.0 0.1 -0.1 0.227
H 4.01187 -1.49043 0.63235 -0.1 0.1 0.0 0.234
H 1.12271 -1.10688 0.16803 0.5 0.3 -0.1 0.473
H 2.42182 -0.81592 -0.84219 -0.2 0.0 0.2 0.435
H 1.40693 1.25101 -0.05508 0.0 -0.2 0.1 0.235
H 1.92374 0.79899 1.57829 -0.1 -0.1 -0.1 0.228
H 4.11731 1.41982 2.29501 0.0 0.0 0.1 0.216
H 6.35200 2.31412 1.79692 0.1 0.0 0.1 0.230
H 7.03968 2.69532 -0.54063 0.1 0.0 0.0 0.231
H 5.48058 2.18242 -2.38140 0.0 0.0 -0.1 0.229
H 3.24194 1.30434 -1.89062 -0.1 0.0 -0.1 0.200
H -0.49455 0.23975 -1.56798 0.1 0.0 -0.1 0.207
H -2.37550 1.79479 -1.52058 0.0 0.1 -0.1 0.211
H -5.38795 1.41858 0.65303 0.1 0.0 0.0 0.213
H -4.57166 2.13937 -2.19629 0.1 0.0 -0.1 0.201
H -6.12756 2.44424 -1.43031 -0.1 0.1 -0.1 0.219
H -5.60933 0.78708 -1.74300 -0.1 -0.1 -0.1 0.213
H -3.40643 3.51075 -0.34663 0.1 0.1 -0.1 0.200
H -3.66391 3.07369 1.34360 0.1 0.1 0.1 0.210
H -4.96876 3.80578 0.40882 -0.1 0.1 0.0 0.220
```
Positions in Å, forces in eV/Å.

This record from OMol25 describes one molecule with the formula C21H31BrN4O2. The level of theory is ωB97M-V/def2-TZVPD.

Computed properties:
Lowest unoccupied orbital energy   0.37 eV
SMILES string   CCN1CCC[C@@H]1CN1C[C@H](C(=O)Nc2ccc(Br)cc2NC(C)C)CC1=O
Charge   0

The geometry in XYZ format:
```
59
Properties=species:S:1:pos:R:3:forces:R:3:nbo_charge:R:1
C -2.48620 -1.92242 -5.72424 0.0 0.0 0.0 -0.614
C -1.88586 -2.40791 -4.41594 0.0 0.0 0.0 -0.207
N -2.88566 -2.95291 -3.51446 0.0 0.0 0.0 -0.447
C -3.52984 -4.17473 -3.97569 0.0 0.0 0.0 -0.217
C -4.15620 -4.73210 -2.70782 0.0 0.0 0.0 -0.407
C -3.05653 -4.47823 -1.67371 0.0 0.0 0.0 -0.410
C -2.37868 -3.18387 -2.15515 0.0 0.0 0.0 -0.057
C -2.72248 -1.97329 -1.29207 0.1 0.0 0.0 -0.211
N -2.10078 -2.03560 0.02060 0.0 0.1 0.0 -0.441
C -2.85242 -1.83094 1.24723 0.0 -0.1 0.0 -0.195
C -1.79303 -2.02794 2.33940 0.0 0.0 0.0 -0.302
C -2.09195 -1.21599 3.58676 0.0 0.0 0.0 0.689
O -2.43433 -0.05332 3.52642 0.0 0.0 0.0 -0.611
N -1.89953 -1.88773 4.76092 0.0 0.0 0.0 -0.625
C -2.08918 -1.35647 6.06249 0.0 0.0 0.0 0.067
C -3.16162 -0.53880 6.36637 0.0 0.0 0.0 -0.164
C -3.35854 -0.08184 7.66182 0.0 0.0 0.0 -0.276
C -2.46781 -0.48103 8.63849 0.0 0.0 0.0 -0.056
Br -2.71991 0.10558 10.42364 0.0 0.0 0.0 0.052
C -1.38019 -1.29027 8.35794 0.0 0.0 0.0 -0.322
C -1.16311 -1.72778 7.05260 0.0 0.0 0.0 0.246
N -0.10617 -2.56158 6.69488 0.0 0.0 0.0 -0.627
C 1.00675 -2.81334 7.60741 0.0 0.0 0.0 -0.048
C 1.87617 -1.57774 7.83202 0.0 0.0 0.0 -0.627
C 1.82706 -3.96656 7.04926 0.0 0.0 0.0 -0.604
C -0.50059 -1.56751 1.65291 0.0 0.0 0.0 -0.495
C -0.77470 -1.75938 0.17086 0.0 0.0 0.0 0.689
O 0.02862 -1.64889 -0.73230 0.0 0.0 0.0 -0.617
H -1.71896 -1.45586 -6.34294 0.0 0.0 0.0 0.212
H -2.91820 -2.74347 -6.29784 0.0 0.0 0.0 0.201
H -3.27161 -1.19012 -5.53307 0.0 0.0 0.0 0.211
H -1.10040 -3.15713 -4.62050 0.0 0.0 0.0 0.159
H -1.39507 -1.57538 -3.90745 0.0 0.0 0.0 0.202
H -4.26227 -3.96147 -4.75492 0.0 0.0 0.0 0.202
H -2.79655 -4.89145 -4.38730 0.0 0.0 0.0 0.158
H -5.05821 -4.16640 -2.46618 0.0 0.0 0.0 0.202
H -4.42646 -5.78389 -2.79324 0.0 0.0 0.0 0.213
H -3.43356 -4.38614 -0.65353 0.0 0.0 0.0 0.205
H -2.34303 -5.30351 -1.68261 0.0 0.0 0.0 0.209
H -1.28921 -3.29782 -2.15657 0.0 0.0 0.0 0.205
H -2.40025 -1.06326 -1.80645 0.0 0.0 0.0 0.211
H -3.80454 -1.92072 -1.16024 0.0 0.0 0.0 0.204
H -3.26706 -0.81992 1.30436 0.0 0.0 0.0 0.211
H -3.66831 -2.55080 1.32958 0.0 0.0 0.0 0.200
H -1.72124 -3.09176 2.57805 0.0 0.0 0.0 0.205
H -1.65157 -2.86345 4.70790 0.0 0.0 0.0 0.403
H -3.84412 -0.25357 5.57959 0.0 0.0 0.0 0.239
H -4.19248 0.56066 7.90206 0.0 0.0 0.0 0.231
H -0.70205 -1.55936 9.15306 0.0 0.0 0.0 0.227
H 0.21178 -2.39152 5.74942 0.0 0.0 0.0 0.376
H 0.57381 -3.13401 8.55767 0.0 0.0 0.0 0.195
H 2.64916 -1.77902 8.57500 0.0 0.0 0.0 0.215
H 2.37018 -1.29642 6.89862 0.0 0.0 0.0 0.205
H 1.28845 -0.72543 8.17179 0.0 0.0 0.0 0.220
H 2.66345 -4.19678 7.70896 0.0 0.0 0.0 0.217
H 1.21468 -4.86008 6.93316 0.0 0.0 0.0 0.219
H 2.24065 -3.70127 6.07216 0.0 0.0 0.0 0.199
H -0.32920 -0.50131 1.81930 0.0 0.0 0.0 0.249
H 0.39118 -2.11097 1.95823 0.0 0.0 0.0 0.234
```
Positions in Å, forces in eV/Å.

This record from OMol25 describes C21H31ErN5O6S as an isolated structure at a distorted geometry. The level of theory is ωB97M-V/def2-TZVPD.

Computed properties:
Lowest unoccupied orbital energy (alpha / beta)   -3.89 / -3.88 eV
Expectation value of S²   3.75
Charge   +1
Spin multiplicity   4

The geometry in XYZ format:
```
65
Properties=species:S:1:pos:R:3:forces:R:3:lowdin_spin:R:1
O 2.07875 1.72469 -0.64461 -0.4 0.7 0.0 0.000
H 2.46609 2.31016 0.02686 -0.4 -0.4 -0.1 0.000
Er -0.82592 0.52484 -0.15126 2.0 1.9 1.6 3.025
N -0.49523 2.24079 1.41081 1.0 -0.5 2.4 -0.014
N 0.79162 0.13016 1.68866 0.1 1.7 2.5 0.006
N -1.42730 -0.24087 -2.33871 -0.6 -1.9 -2.4 -0.002
N 0.00216 -1.64895 -0.74842 0.0 -3.5 -1.9 -0.004
O -1.56865 2.94265 1.28045 -0.3 0.5 -0.7 -0.013
O -2.30048 0.47100 -3.23327 0.8 -0.4 0.9 0.000
O 0.69035 -2.48098 0.09609 -0.9 0.8 -1.0 0.000
O 1.55102 -0.93599 1.82459 0.2 -1.6 -0.9 0.008
C 0.97092 1.02752 2.70450 0.0 -2.6 -2.6 -0.004
C 0.20096 2.20684 2.58243 -1.5 1.2 -2.6 0.008
C -1.26985 -1.51131 -2.71675 -1.5 3.4 0.4 0.000
C -0.47780 -2.31125 -1.82736 1.4 0.8 3.3 0.001
C 0.13231 3.27655 3.61379 -0.4 0.0 0.4 0.002
H 0.88469 4.06012 3.44142 -0.2 -0.2 0.0 0.001
H 0.31322 2.86848 4.61801 -0.1 0.2 -0.3 0.000
H -0.85765 3.74073 3.59252 0.1 0.0 0.0 0.000
C 1.87529 0.69153 3.83838 0.2 0.2 0.2 -0.001
H 2.88560 0.43763 3.47957 -0.4 -0.1 0.1 0.000
H 1.48468 -0.17385 4.40159 0.2 0.2 -0.3 0.000
H 1.95605 1.53881 4.52967 0.0 -0.2 -0.2 0.000
C -1.99626 -2.09030 -3.87159 0.2 0.0 -0.5 0.000
C -0.34033 -3.78553 -2.02641 0.3 -0.1 0.0 0.000
H -2.34681 -1.28365 -4.52170 0.1 -0.4 0.1 0.000
H -2.87156 -2.65537 -3.51164 0.4 0.1 -0.1 0.000
H -1.33592 -2.77044 -4.42362 -0.3 0.1 0.1 0.000
H 0.32529 -4.20575 -1.26345 -0.2 0.1 -0.3 0.000
H 0.05779 -3.99678 -3.03058 -0.1 0.0 0.3 0.000
H -1.32660 -4.27407 -1.95205 0.3 0.2 0.0 0.000
H -1.97457 1.38702 -3.21329 0.0 -0.4 0.2 0.000
H 1.07074 -1.83594 0.85312 0.6 0.6 0.9 0.000
C 3.14075 1.08450 -1.33939 0.5 -0.6 -0.2 0.000
H 4.03193 1.71269 -1.35833 -0.1 0.1 -0.2 0.000
H 2.81808 0.86250 -2.37005 0.1 0.1 0.5 0.000
H 3.41565 0.16012 -0.81722 -0.2 0.0 -0.2 0.000
O -0.44894 2.25276 -1.58729 -0.5 1.7 -1.3 -0.003
H 0.51843 2.34928 -1.43966 0.1 0.4 -0.1 0.000
H -0.83236 3.10860 -1.94075 0.8 -1.4 1.0 0.000
N -2.55625 -0.09264 0.95914 -0.4 -0.3 0.8 -0.007
S -2.08079 -1.54628 1.56507 -0.5 0.4 0.1 -0.001
C -2.93741 -1.58712 3.09698 -0.3 -0.3 1.0 0.000
C -2.28459 -2.05424 4.24771 -0.4 0.1 -0.5 0.000
C -2.99971 -2.10447 5.44508 -0.1 0.1 -0.2 0.000
C -4.32340 -1.65611 5.49430 0.2 0.0 -0.2 0.000
C -4.94168 -1.14405 4.34927 0.3 0.0 -0.4 0.000
C -4.24825 -1.11399 3.13399 -0.2 -0.2 0.7 0.000
C -2.94660 -2.69432 0.51131 -0.9 -0.9 -0.3 0.000
C -3.75631 -2.21492 -0.51644 0.1 0.0 -0.2 0.000
C -4.36543 -3.10861 -1.40380 -0.1 -0.1 0.4 0.000
C -4.24379 -4.48542 -1.18756 0.1 0.1 -0.1 0.000
C -3.45579 -4.97070 -0.13446 -0.1 0.3 0.1 0.000
C -2.79317 -4.07463 0.70726 0.1 0.3 0.0 0.000
H -3.09709 0.44518 1.64989 0.3 -0.3 -0.5 0.000
H -1.24655 -2.36214 4.17054 -0.1 0.0 0.2 0.000
H -2.51751 -2.48944 6.33689 -0.1 0.1 -0.1 0.000
H -4.87828 -1.70368 6.42957 0.2 0.0 -0.2 0.000
H -5.96190 -0.76670 4.37995 0.2 -0.1 0.1 0.000
H -4.71501 -0.71524 2.23879 -0.1 -0.2 0.1 0.000
H -3.88656 -1.13993 -0.62482 0.0 -0.2 -0.1 0.000
H -4.96542 -2.71415 -2.23397 0.2 -0.2 0.4 0.000
H -4.76987 -5.18257 -1.84430 0.2 0.2 0.2 0.000
H -3.36600 -6.04551 0.03390 0.0 0.4 -0.1 0.000
H -2.15118 -4.41898 1.51882 -0.2 -0.1 -0.2 0.000
```
Positions in Å, forces in eV/Å.

This record from OMol25 describes one molecule with the formula C21H31N3OS. The level of theory is ωB97M-V/def2-TZVPD.

Computed properties:
Lowest unoccupied orbital energy   0.70 eV
SMILES string   CC(C)c1csc(CN2CCN(CCc3ccccc3)[C@@H](CCO)C2)n1
Charge   0

The geometry in XYZ format:
```
57
Properties=species:S:1:pos:R:3:forces:R:3:nbo_charge:R:1
C -2.61854 4.32438 0.86392 -0.1 0.1 -0.2 -0.603
C -2.43704 5.00264 -0.49429 0.2 0.1 0.1 -0.242
C -1.61054 6.28297 -0.35256 -0.2 -0.1 -0.1 -0.595
C -1.74593 4.06615 -1.43716 -0.7 0.1 -0.6 0.137
C -2.15445 3.73361 -2.69191 0.2 -0.2 -0.1 -0.440
S -1.06734 2.61186 -3.41729 0.1 0.2 0.7 0.390
C -0.11611 2.67362 -1.94821 -0.2 -0.1 -0.9 0.087
C 1.05497 1.77701 -1.75547 0.1 -0.2 0.1 -0.268
N 0.56937 0.46007 -1.36690 0.1 0.1 0.0 -0.440
C 1.58302 -0.57129 -1.42108 -0.1 -0.3 -0.1 -0.215
C 0.91532 -1.91436 -1.15488 0.3 0.1 -0.2 -0.223
N 0.25217 -1.94007 0.13780 -0.1 0.1 -0.1 -0.465
C -0.24376 -3.27406 0.44925 0.0 -0.1 0.3 -0.207
C 0.55359 -3.88657 1.61617 -0.2 0.0 -0.3 -0.420
C 2.00687 -3.97512 1.25671 0.0 -0.1 0.2 -0.039
C 2.51625 -5.10156 0.62390 0.0 0.0 0.0 -0.166
C 3.84452 -5.15500 0.23922 0.1 -0.1 -0.1 -0.228
C 4.67994 -4.07770 0.47907 0.1 0.0 -0.1 -0.223
C 4.18073 -2.95003 1.10904 0.1 0.1 0.0 -0.212
C 2.85396 -2.90042 1.49643 0.0 0.0 0.1 -0.202
C -0.73179 -0.86661 0.22217 0.1 0.2 0.3 -0.035
C -1.43027 -0.78300 1.59060 -0.3 0.1 -0.3 -0.441
C -2.92971 -0.49834 1.45866 0.2 -0.4 0.3 -0.051
O -3.22028 0.74563 0.87004 0.0 0.4 -0.3 -0.718
C -0.00420 0.45555 -0.03788 -0.4 -0.1 -0.1 -0.234
N -0.59493 3.45415 -1.05052 0.5 0.1 0.7 -0.464
H -1.64572 4.07370 1.27828 0.1 0.0 0.1 0.217
H -3.13303 4.99236 1.55049 -0.1 0.1 0.1 0.205
H -3.19698 3.40809 0.76947 0.0 -0.1 0.1 0.224
H -3.41718 5.25184 -0.91448 0.1 0.0 0.0 0.204
H -0.61989 6.04041 0.02366 0.1 0.0 0.1 0.214
H -2.09292 6.96702 0.34154 0.0 0.1 0.1 0.206
H -1.50490 6.77987 -1.31479 0.1 0.1 -0.1 0.207
H -3.01799 4.07538 -3.22536 -0.2 0.1 -0.1 0.238
H 1.72387 2.21814 -0.99713 0.0 0.0 -0.1 0.195
H 1.60000 1.67210 -2.69675 0.1 0.0 0.1 0.214
H 2.03359 -0.58457 -2.41624 0.0 0.0 0.0 0.202
H 2.37752 -0.40341 -0.67351 0.0 0.0 0.0 0.169
H 1.67616 -2.69737 -1.16316 0.0 0.0 -0.1 0.215
H 0.19582 -2.10780 -1.97211 0.1 0.0 0.0 0.169
H -1.30581 -3.24846 0.71084 0.0 0.0 -0.1 0.194
H -0.14432 -3.93053 -0.42353 -0.1 0.0 0.0 0.191
H 0.43139 -3.25738 2.49852 -0.1 0.0 0.0 0.211
H 0.15238 -4.87882 1.83201 0.0 0.0 0.1 0.210
H 1.86698 -5.94473 0.43152 -0.1 -0.1 0.0 0.198
H 4.22822 -6.03890 -0.24986 0.0 -0.1 0.0 0.211
H 5.71651 -4.11794 0.17772 0.1 0.0 0.0 0.212
H 4.83037 -2.10764 1.29936 0.0 0.1 0.0 0.211
H 2.46135 -2.01955 1.98119 0.0 0.1 0.1 0.218
H -1.49530 -1.00196 -0.57264 0.0 0.1 0.0 0.158
H -1.30956 -1.71050 2.14600 0.0 -0.1 0.1 0.214
H -0.97409 0.01313 2.18080 0.0 0.0 0.1 0.213
H -3.38752 -0.46108 2.45022 0.0 -0.1 -0.1 0.182
H -3.40921 -1.30865 0.88753 0.0 0.0 0.1 0.152
H -2.82917 0.76803 -0.01108 -0.1 0.0 0.0 0.465
H -0.69792 1.29164 0.05722 0.0 -0.1 0.1 0.223
H 0.78155 0.57411 0.72944 -0.1 0.0 0.1 0.173
```
Positions in Å, forces in eV/Å.

Number 1: electronic energy -1023.21092 hartree, molar mass 328.48 g mol⁻¹. Number 2: electronic energy -3762.38721 hartree, molar mass 451.41 g mol⁻¹. Number 3: electronic energy -2956.88798 hartree, molar mass 648.84 g mol⁻¹. Number 4: electronic energy -1456.49546 hartree, molar mass 373.57 g mol⁻¹.